14
Properties=species:S:1:pos:R:3:forces:R:3 method="wB97M-V/def2-TZVPD" molar_mass_g_mol=117.2 e_tot_ev=-18631.119 homo_lumo_gap_ev=9.0
C -1.4259 -1.1717 -2.1835 0.766 -0.461 -1.429
N -0.7493 -0.6620 -1.2779 2.307 -0.612 0.065
C -1.1072 0.0201 -0.1751 -0.928 2.499 -0.154
C -0.2236 0.8459 0.4398 -1.224 -1.875 0.635
C 1.2157 0.8934 0.2910 1.701 -1.195 -0.980
S 1.9614 0.9743 1.9437 0.915 0.984 -1.087
O 1.1623 -0.2487 2.6208 -0.158 -1.875 1.448
H -0.8088 -1.7163 -2.8739 -0.054 -0.562 -0.653
H -2.4429 -1.0888 -2.5008 -1.217 0.374 0.604
H -2.1994 0.1067 -0.1059 0.172 -0.053 1.271
H -0.3764 1.1318 1.4512 -1.685 1.184 0.467
H 1.5871 0.0984 -0.3801 -0.045 -0.175 0.597
H 1.6221 1.7497 -0.2020 -0.017 1.171 -0.231
H 1.7848 -0.9328 2.9527 -0.533 0.595 -0.554



8
Properties=species:S:1:pos:R:3:forces:R:3 method="wB97M-V/def2-TZVPD" molar_mass_g_mol=98.1 e_tot_ev=-16955.498 homo_lumo_gap_ev=8.2
N 0.9689 -3.2874 -0.4811 -0.395 -0.416 -0.406
C 0.8302 -2.1784 -0.2046 0.226 0.755 0.432
N 1.0088 -0.9666 0.3175 3.754 -2.833 0.077
C 0.3855 0.0753 0.4050 -1.051 2.835 2.661
C -0.9653 -0.0202 -0.0774 -3.287 1.164 -2.585
S -2.3606 -0.3905 0.6263 0.301 -0.091 1.132
H 0.8163 0.9166 1.1332 -1.044 -1.491 -1.997
H -1.2228 0.0980 -1.1669 1.497 0.076 0.687



14
Properties=species:S:1:pos:R:3:forces:R:3 method="wB97M-V/def2-TZVPD" charge=+1 molar_mass_g_mol=122.1 e_tot_ev=-11799.459 homo_lumo_gap_ev=7.8
O 1.7829 -1.0588 0.9729 -3.796 -2.759 0.486
C 1.6964 0.0772 0.2772 -0.046 1.763 -0.850
O 1.4141 1.2452 1.0876 -0.072 -0.406 -0.127
Be 0.2096 -1.6650 0.8943 3.500 2.003 -0.352
H 2.6040 0.2639 -0.3243 -0.264 -0.238 0.226
O -2.9964 -1.6166 -0.1410 0.890 0.210 -0.010
C -1.8087 -1.1693 -0.3142 -0.943 -0.033 0.172
C -0.7186 -0.6084 -0.3381 0.190 -0.797 0.842
C 0.3655 0.3544 -0.5588 0.795 0.451 -0.602
C 0.2954 1.6377 0.2856 -0.185 0.352 0.221
H -3.2537 -2.2778 -0.8024 -0.110 -0.177 -0.158
H 0.5271 0.4979 -1.6333 -0.094 -0.124 0.225
H 0.4976 2.5506 -0.2915 -0.089 -0.273 0.102
H -0.6154 1.7690 0.8860 0.222 0.027 -0.176



52
Properties=species:S:1:pos:R:3:forces:R:3 method="wB97M-V/def2-TZVPD" molar_mass_g_mol=280.5 e_tot_ev=-23280.495 homo_lumo_gap_ev=9.3
C -4.2600 -2.2515 -0.7329 0.154 0.174 -0.102
C -3.7601 -0.8979 -1.2237 -0.164 0.055 0.051
C -4.5318 0.2818 -0.6289 0.075 -0.112 0.094
C -4.4524 0.4110 0.8932 0.090 -0.042 -0.108
C -3.0521 0.6494 1.4592 -0.269 0.094 0.049
C -2.4312 2.0038 1.0588 0.032 -0.132 0.066
C -1.4921 1.8760 -0.0936 0.199 0.202 0.306
C -0.1835 2.1394 -0.0330 -0.309 0.242 0.060
C 0.7066 1.9546 -1.1590 0.348 -0.094 -0.369
C 2.0361 2.0681 -1.1485 -0.231 0.126 0.059
C 2.9045 2.4313 0.0120 0.186 0.030 -0.081
C 4.1638 1.5646 0.1180 -0.170 -0.035 0.297
C 3.8899 0.1163 0.5308 0.066 0.088 -0.289
C 3.3937 -0.7697 -0.6112 0.063 -0.195 0.209
C 3.4195 -2.2579 -0.2576 -0.070 0.104 0.066
C 2.4381 -2.6842 0.8355 0.024 -0.095 -0.175
C 0.9841 -2.7454 0.3605 0.177 0.132 0.150
C 0.3524 -1.3977 0.1203 -0.273 -0.302 -0.263
O -0.2929 -1.1124 -0.8563 -0.069 -0.007 -0.261
O 0.5248 -0.5511 1.1356 0.250 0.284 0.577
H -5.3307 -2.3511 -0.9032 -0.127 -0.066 0.019
H -3.7510 -3.0516 -1.2655 0.006 -0.131 0.002
H -4.0665 -2.3804 0.3292 -0.019 -0.080 0.133
H -3.8723 -0.8575 -2.3102 0.094 0.019 -0.017
H -2.6946 -0.8104 -1.0094 0.052 0.036 -0.078
H -5.5866 0.1759 -0.8997 -0.010 0.082 -0.069
H -4.1752 1.2064 -1.0872 -0.062 0.101 -0.067
H -5.0976 1.2393 1.2007 -0.032 -0.035 0.072
H -4.8570 -0.4955 1.3478 -0.087 0.012 0.047
H -3.1249 0.6100 2.5486 0.064 -0.051 -0.015
H -2.3916 -0.1620 1.1506 0.094 -0.074 0.065
H -3.2350 2.6983 0.7995 -0.035 0.069 0.050
H -1.8939 2.4258 1.9120 -0.020 0.060 -0.056
H -1.9106 1.5049 -1.0178 0.017 -0.118 -0.212
H 0.2398 2.5301 0.8853 -0.050 0.037 0.170
H 0.2165 1.6702 -2.0808 0.014 -0.040 -0.134
H 2.5748 1.9081 -2.0738 -0.015 -0.070 -0.174
H 3.2222 3.4726 -0.1183 -0.040 0.005 0.082
H 2.3543 2.3707 0.9513 -0.005 0.068 0.059
H 4.6975 1.5779 -0.8352 0.087 0.042 -0.032
H 4.8183 2.0177 0.8671 0.043 0.028 -0.078
H 3.1636 0.1128 1.3451 0.018 -0.026 0.115
H 4.8205 -0.3120 0.9141 -0.007 -0.053 0.071
H 2.3879 -0.4737 -0.9088 0.040 0.057 -0.135
H 4.0448 -0.6207 -1.4768 -0.045 0.060 -0.067
H 4.4304 -2.5157 0.0700 0.041 -0.036 -0.065
H 3.2103 -2.8378 -1.1598 0.056 -0.091 -0.018
H 2.7177 -3.6845 1.1748 -0.020 0.044 0.073
H 2.5092 -2.0121 1.6898 0.028 -0.062 0.108
H 0.9013 -3.3250 -0.5599 -0.078 0.067 0.045
H 0.3817 -3.2343 1.1310 -0.055 -0.008 -0.035
H 0.1194 0.3150 0.9152 -0.055 -0.360 -0.196



22
Properties=species:S:1:pos:R:3:forces:R:3 method="wB97M-V/def2-TZVPD" molar_mass_g_mol=162.2 e_tot_ev=-14415.222 homo_lumo_gap_ev=8.7 smiles=CNc1nc2ccccc2n1N
C 1.8668 -0.0408 -2.6827 4.403 -2.238 -1.824
N 0.6715 0.6622 -2.5049 -2.012 -0.613 0.525
C 0.2670 0.5293 -1.1819 -1.340 3.427 -0.039
N 0.0116 1.6380 -0.4851 0.096 -1.677 0.272
C -0.4900 1.1542 0.7393 -0.350 -1.339 -1.666
C -0.9538 1.7753 1.8442 0.457 0.844 4.412
C -1.2102 0.9775 3.0744 -1.245 2.106 -1.984
C -1.1322 -0.3906 3.0377 1.077 -2.169 -2.110
C -0.6422 -1.0861 1.8571 -1.810 1.111 -0.735
C -0.5724 -0.2778 0.6836 1.478 -0.855 2.728
N -0.0676 -0.6341 -0.5455 -0.071 -0.097 -1.223
N -0.2655 -1.8815 -1.1232 0.702 -0.889 -0.392
H 1.9015 -1.0772 -1.9404 0.207 3.451 -2.201
H 2.0691 -0.5506 -3.8992 -0.670 1.798 3.676
H 2.7252 0.8085 -2.4325 -1.263 -2.937 -0.637
H 0.6171 1.6407 -2.8435 0.229 -1.113 0.643
H -0.8873 2.8859 2.0540 -0.254 -1.380 -0.844
H -1.7081 1.5714 3.8783 0.781 -0.903 -0.408
H -1.4369 -1.1693 3.7197 -0.089 0.830 1.149
H -0.6229 -2.2238 1.8384 0.077 1.761 -0.103
H 0.6144 -2.4622 -1.0277 -1.680 0.875 -0.787
H -0.7550 -1.8490 -2.0603 1.280 0.006 1.549



14
Properties=species:S:1:pos:R:3:forces:R:3 method="wB97M-V/def2-TZVPD" molar_mass_g_mol=114.1 e_tot_ev=-11313.262 homo_lumo_gap_ev=10.5 smiles="O[C@@H]1C=NN=COC1"
O -0.4927 -1.3558 0.9057 3.382 -0.164 4.175
C -0.4061 -0.7927 -0.3095 -5.392 -0.745 -3.235
C 0.9506 -0.6155 -1.0081 -3.161 -6.495 -3.125
N 2.0040 -0.2720 -0.4572 0.137 1.064 1.263
N 1.5580 0.2966 0.7640 2.786 -0.050 1.316
C 0.6943 1.1794 0.7418 -1.720 3.774 -1.236
O 0.0502 1.5072 -0.5909 -1.512 -0.275 4.888
C -1.2948 0.6244 -0.3179 2.533 2.029 1.070
H 0.3803 -1.1372 1.4086 -2.213 -0.482 -0.748
H -1.0451 -1.6639 -0.8086 1.340 2.265 -0.577
H 0.8411 -1.5353 -1.8702 1.401 3.300 1.408
H 0.3967 1.7981 1.7556 0.475 -1.680 -2.964
H -1.9651 1.1492 -1.1469 1.074 -1.991 1.850
H -1.6713 0.8174 0.9336 0.869 -0.551 -4.085



26
Properties=species:S:1:pos:R:3:forces:R:3 method="wB97M-V/def2-TZVPD" charge=+1 molar_mass_g_mol=180.3 e_tot_ev=-22911.739 homo_lumo_gap_ev="6.8 / 6.8"
C 2.8620 -0.6592 0.4564 -1.592 -1.604 -0.407
C 1.9732 -1.7449 0.7134 -0.679 0.590 -0.527
C 2.3026 0.4082 -0.2547 -0.519 -0.891 0.412
C 0.6171 -1.7489 0.3087 -0.394 0.563 0.959
C 0.9550 0.4759 -0.6411 2.058 0.569 -0.254
C 0.1278 -0.6085 -0.3979 0.096 -0.627 0.339
C 0.4718 1.7460 -1.3498 2.948 -0.910 -0.660
C -0.9046 1.9577 -1.0316 -4.710 1.758 2.515
C -1.2270 -0.4992 -0.7924 -2.020 -1.448 -0.100
C -1.2971 -0.9026 2.4360 0.196 -0.158 -2.870
N -1.6615 0.7385 -1.5083 1.382 -0.228 -2.307
S -2.5343 -1.4708 -0.4174 1.341 0.751 -1.273
H 3.9171 -0.8272 0.7730 -0.944 0.799 -0.475
H 2.3886 -2.5969 1.2005 -0.033 -0.518 0.462
H 2.9175 1.1836 -0.5743 1.044 1.446 -0.238
H -0.2083 -2.4295 0.7159 1.832 0.410 -1.024
H 1.2252 2.5675 -1.1937 -1.259 -0.575 0.083
H 0.4616 1.5587 -2.4294 0.573 0.049 -0.291
H -1.1763 1.9439 0.0488 0.687 0.482 -0.434
H -1.4502 2.8368 -1.4720 0.891 -0.699 0.223
H -1.1581 0.1221 2.0272 0.807 -0.702 -0.162
H -2.0234 -0.6543 3.1186 -1.602 -0.358 2.259
H -0.3287 -1.4033 2.8557 -2.235 0.762 -1.088
H -2.6951 0.5818 -1.3520 0.706 1.237 -0.688
H -1.3309 0.8213 -2.5649 -1.551 -1.327 2.121
H -2.2241 -1.3965 1.3254 2.977 0.630 3.426



23
Properties=species:S:1:pos:R:3:forces:R:3 method="wB97M-V/def2-TZVPD" molar_mass_g_mol=117.2 e_tot_ev=-10002.577 homo_lumo_gap_ev=8.9 smiles="CC/C(C)=C(/C)N.O"
C 0.8317 1.8147 -1.8269 -0.094 0.154 0.073
C 0.0609 1.4086 -0.5620 -0.040 0.226 -0.702
C -0.0670 -0.0806 -0.3696 -0.330 0.676 0.584
C -1.0140 -0.7271 -1.3181 -0.542 -0.227 -0.434
C 0.4818 -0.7047 0.6720 1.201 -0.346 -0.594
C 0.4154 -2.1782 0.8782 -0.879 -0.512 0.718
N 1.3926 -0.1008 1.5818 -0.057 0.039 0.010
H 1.8886 1.6717 -1.6369 0.329 -0.076 -0.131
H 0.6761 2.8821 -2.0038 0.045 -0.095 -0.168
H 0.5791 1.2593 -2.7352 -0.146 0.076 0.215
H 0.5488 1.9608 0.2341 0.006 -0.256 0.472
H -0.9423 1.8332 -0.5929 -0.203 -0.028 -0.097
H -1.1250 -1.8040 -1.2208 0.229 0.003 0.047
H -2.0165 -0.3167 -1.2219 -0.240 0.198 0.265
H -0.7679 -0.5209 -2.3589 0.323 -0.038 -0.083
H 1.2367 -2.7190 0.4259 0.269 -0.033 -0.283
H 0.4335 -2.4225 1.9420 0.157 0.154 0.110
H -0.5246 -2.6029 0.5318 0.124 -0.022 -0.232
H 1.6710 0.8276 1.3070 -0.070 0.148 -0.037
H 2.2364 -0.6595 1.6244 -0.040 -0.071 0.275
O -2.1343 0.7434 2.0914 -0.252 -0.496 0.391
H -2.6027 0.0735 2.6234 0.342 0.483 -0.362
H -1.2581 0.3621 1.9351 -0.130 0.045 -0.041



58
Properties=species:S:1:pos:R:3:forces:R:3 method="wB97M-V/def2-TZVPD" s2=2.017 charge=-1 spin_multiplicity=3 molar_mass_g_mol=720.3 e_tot_ev=-133992.206 homo_lumo_gap_ev="6.4 / 6.7"
V 0.0560 0.1584 0.7166 -2.838 -2.364 -0.305
O 1.4424 3.0899 -1.4458 0.092 -0.723 0.237
C 1.2558 1.9435 -1.0239 0.266 1.488 -0.504
O 0.3929 1.5898 -0.1561 1.425 4.880 -2.989
C 2.0100 0.7841 -1.5931 0.371 -0.557 -0.636
C 2.7107 0.9116 -2.7935 -0.134 0.144 0.455
C 3.1645 -0.2276 -3.4197 -0.015 -0.383 0.228
C 2.9307 -1.4593 -2.8144 0.071 0.354 -0.130
C 2.2969 -1.4819 -1.5814 0.126 -0.582 -0.009
N 1.8363 -0.3960 -0.9823 -0.267 0.848 -0.014
H 2.8488 1.8935 -3.2164 -0.050 0.101 0.012
H 3.6800 -0.1644 -4.3655 0.050 -0.025 -0.128
H 3.2315 -2.3763 -3.2969 0.046 -0.110 0.073
H 2.1493 -2.4242 -1.0635 -0.103 0.051 0.041
F -4.9840 0.9006 2.6237 0.150 0.048 -0.025
C -3.6446 0.9520 2.8155 0.332 -0.069 -0.057
C -2.7768 0.7160 1.7612 -0.445 0.015 0.038
C -1.4057 0.7299 1.9768 -0.681 0.329 0.933
C -0.9137 1.0076 3.2728 -0.719 0.062 0.064
C -1.8288 1.2620 4.2965 0.091 -0.111 -0.255
F -1.4140 1.5488 5.5606 0.098 -0.009 0.012
C -3.1931 1.2260 4.0960 0.009 0.037 -0.017
C 0.5376 0.9908 3.3787 0.214 -0.002 0.084
C 1.2949 1.1847 4.5345 0.171 0.091 0.081
C 2.6756 1.1734 4.4591 -0.091 -0.173 -0.512
C 3.2778 0.9457 3.2235 0.037 0.106 0.397
C 2.4692 0.7366 2.1287 0.260 0.011 0.002
N 1.1398 0.7477 2.1868 1.615 0.873 2.410
H -3.1823 0.5395 0.7718 0.015 -0.070 0.036
H -3.8777 1.4069 4.9112 -0.012 0.016 0.019
H 0.8167 1.3451 5.4871 -0.140 0.024 -0.073
H 3.2732 1.3272 5.3441 0.060 0.017 0.103
H 4.3511 0.9206 3.1190 0.080 0.010 -0.046
H 2.8978 0.5416 1.1536 0.001 -0.033 -0.005
Cl -2.6990 -5.5173 -1.6109 -0.110 -0.242 -0.139
C -1.7856 -4.3545 -0.7277 0.266 -0.238 0.435
C -1.0041 -4.7598 0.3467 -0.176 0.023 -0.385
Cl -0.9149 -6.4303 0.7671 0.038 -0.202 0.097
C -0.2792 -3.8107 1.0742 -0.024 0.509 0.102
Cl 0.7178 -4.3021 2.4005 0.087 0.103 0.103
C -0.3714 -2.4594 0.7605 -0.953 -1.329 -1.193
O 0.1900 -1.4707 1.3815 1.560 -3.004 2.281
C -1.1506 -2.0332 -0.3736 0.088 -1.539 0.430
O -1.1166 -0.7795 -0.6019 -0.565 0.799 -0.856
C -1.8468 -3.0131 -1.0938 0.253 0.301 0.230
Cl -2.7891 -2.5565 -2.4576 -0.217 0.249 -0.298
S -2.9445 2.6486 -1.2398 -0.360 0.287 0.407
C -1.9028 2.0478 -2.3734 -0.216 0.412 -0.137
N -0.9417 2.8635 -2.9132 -0.043 -0.304 0.126
C -0.0802 2.4674 -3.8709 0.200 -0.247 -0.548
C -0.1345 1.2060 -4.3729 0.004 0.091 0.038
C -1.0833 0.3016 -3.8312 -0.090 0.218 -0.015
C -1.9562 0.7213 -2.8781 0.127 -0.212 -0.303
H -0.7965 3.7507 -2.4470 -0.087 -0.092 -0.038
H 0.6368 3.1997 -4.2094 0.013 0.056 0.094
H 0.5431 0.8878 -5.1490 0.100 0.084 -0.024
H -1.1064 -0.7194 -4.1876 -0.087 -0.051 0.039
H -2.7027 0.0684 -2.4577 0.105 0.033 0.035



13
Properties=species:S:1:pos:R:3:forces:R:3 method="wB97M-V/def2-TZVPD" molar_mass_g_mol=108.2 e_tot_ev=-24910.359 homo_lumo_gap_ev=8.2 smiles=CCCSS
C -0.3264 1.3122 0.8743 -0.541 -0.817 0.443
C 0.8378 0.5665 0.1914 -1.357 0.534 -0.906
C 0.6162 -0.9417 0.2047 0.262 -0.884 1.439
S -1.0514 -1.5176 -0.2226 1.182 1.064 -2.271
S -0.8375 -0.8660 -2.4240 -0.609 -0.830 2.380
H 0.0233 1.9868 1.6556 -0.225 0.028 -0.103
H -0.9743 0.5348 1.2824 0.195 0.091 0.859
H -1.0987 1.7712 0.2552 0.718 0.516 -0.512
H 0.8247 0.8642 -0.8663 0.500 0.063 0.166
H 1.7650 0.8845 0.6603 0.247 -0.370 -0.180
H 1.3593 -1.5223 -0.3322 -0.006 0.187 -0.589
H 0.7358 -1.3722 1.2150 -0.154 0.463 0.069
H -1.8738 -1.7002 -2.4939 -0.212 -0.044 -0.798



14
Properties=species:S:1:pos:R:3:forces:R:3 method="wB97M-V/def2-TZVPD" molar_mass_g_mol=88.1 e_tot_ev=-8163.072 homo_lumo_gap_ev=9.3
H -0.9204 0.4498 -2.5006 -0.234 -0.318 0.120
N -0.6641 -0.2876 -1.8450 0.122 -0.228 0.901
C -0.4968 0.2327 -0.6705 0.595 0.120 -1.524
N -0.6053 1.5725 -0.4719 -0.003 1.152 0.655
N -0.0922 -0.4757 0.4434 -0.131 0.418 0.844
C 1.1277 0.0649 1.1869 -0.798 -1.241 -0.674
N -0.1478 -1.8927 0.2659 0.213 -0.142 -0.111
H -0.5133 2.2036 -1.2534 -0.089 -0.187 0.292
H -0.6195 1.9545 0.4620 0.035 -0.043 -0.348
H 1.0098 1.0807 1.5708 -0.309 -0.185 -0.353
H 1.9918 0.0086 0.5188 0.067 0.077 0.149
H 1.2973 -0.5737 2.0581 -0.086 -0.032 -0.297
H -0.8373 -2.2751 0.9120 0.108 0.330 0.003
H -0.5299 -2.0627 -0.6766 0.510 0.279 0.343



22
Properties=species:S:1:pos:R:3:forces:R:3 method="wB97M-V/def2-TZVPD" molar_mass_g_mol=206.3 e_tot_ev=-40335.611 homo_lumo_gap_ev=7.6
C 2.2657 1.5587 0.1532 -0.299 -0.486 -0.687
C 1.9695 0.3978 0.2351 0.584 0.919 1.390
C -1.1631 -1.3634 -2.1875 -0.646 0.807 1.894
C 1.5707 -0.8337 0.8144 -1.472 -0.944 -1.225
C -0.8869 1.0146 -2.2088 -1.031 -0.200 -1.653
C 0.1013 0.0607 2.4692 1.375 -2.752 0.557
N -1.2983 -0.2545 -1.5343 0.578 -0.265 -2.469
N 0.5952 -1.0037 1.6032 0.722 -0.446 1.114
P -2.2560 -0.2403 0.4116 -0.207 -0.287 0.343
S -2.8749 1.5675 0.7498 0.237 0.241 -0.324
S -4.0306 -1.2259 -0.2199 0.007 -0.264 -0.127
H 2.4058 2.5487 -0.1379 0.333 0.976 -0.080
H -0.6884 -1.4065 -3.1784 -0.261 -0.046 0.412
H -1.5723 -2.2865 -1.6699 0.675 1.066 -0.856
H 1.9148 -1.7302 0.3283 0.403 -0.366 -0.178
H -1.0026 1.0721 -3.3421 0.008 -0.820 1.398
H -1.4299 1.8559 -1.8570 -1.448 0.316 0.652
H 0.0641 1.4113 -2.0045 1.894 -0.633 0.595
H -0.3086 0.8494 1.9685 0.025 3.021 -1.196
H -0.7460 -0.3160 2.9539 -1.338 -0.948 0.892
H 0.8524 0.1181 3.2682 -0.052 1.051 -0.395
H -3.5543 -2.4587 0.0435 -0.087 0.059 -0.057